15 unconnected molecules or ions with the total composition C90H75N15O30 at a distorted geometry. Source: the Open Molecules 2025 dataset; level of theory: ωB97M-V/def2-TZVPD.

XYZ file:
```
210
Properties=species:S:1:pos:R:3:forces:R:3:mulliken_charge:R:1
O -9.83875 -1.88438 -4.90204 2.5 -0.4 1.4 -0.570
O 0.93817 3.79982 1.66861 -0.4 0.2 0.5 -0.511
O -0.21987 3.25406 -2.81021 -0.1 1.6 -1.7 -0.469
O -3.30725 3.65608 -0.21491 -0.7 0.1 0.3 -0.338
O 3.79275 -3.74974 2.13233 0.4 -0.7 -0.6 -0.671
O -7.77968 -2.64934 -4.78387 0.2 -1.9 -0.9 -0.561
O 0.57971 -0.21377 8.14393 0.0 -0.4 0.3 -0.622
O -7.96966 -3.65519 4.18207 1.6 0.6 -2.3 -0.594
O -0.60185 -6.62783 -3.37040 -0.6 0.0 -0.6 -0.638
O -2.61080 -1.55151 -0.46155 0.7 1.0 -0.3 -0.097
O 5.59679 -2.86708 -1.87472 0.6 -0.2 0.5 -0.597
O 3.31279 0.66424 4.67543 -1.1 0.3 1.1 -0.557
O 4.75691 2.34197 4.48341 -1.8 -2.4 -0.1 -0.630
O 9.77878 3.28346 -2.37787 -1.4 -0.4 0.1 -0.626
O 8.71459 4.77331 1.27739 -1.4 0.3 -0.4 -0.648
O -3.42103 -1.62975 3.90839 -0.8 2.9 1.8 -0.320
O -0.50758 -4.94414 -2.05925 -0.8 -0.2 -0.7 -0.255
O -0.38285 -8.61914 0.31279 -2.9 1.9 -1.0 -0.601
O -3.23149 5.59845 0.75062 -1.8 -1.6 -1.2 -0.616
O -6.73424 -4.43075 2.50010 -1.4 2.0 1.7 -0.556
O -1.53502 4.66766 -3.89114 3.3 -1.6 0.5 -0.599
O 9.66415 1.57733 -1.10191 -0.3 -0.5 0.2 -0.584
O 1.76131 -3.82930 1.58228 -1.6 0.1 -0.3 -0.399
O 2.16515 2.56290 2.93183 -0.9 0.3 -0.1 0.000
O 3.54847 -2.28272 -1.86942 -0.3 -0.9 -0.1 -0.465
O -2.06231 -8.39275 -1.09756 0.6 0.5 1.0 -0.587
O -3.96043 -0.68672 5.83695 0.2 0.1 -1.8 -0.684
O 7.71085 3.03378 1.94269 -1.2 -0.2 -0.2 -0.532
O 0.59780 1.56369 6.89815 -0.2 -2.6 0.0 -0.534
O -2.85499 0.36481 -1.49093 1.6 -1.9 1.5 -0.596
N -8.66849 -1.92756 -4.43621 -1.3 1.4 -1.6 0.891
N -7.23344 -3.50528 3.18900 0.8 -0.8 -0.3 0.994
N 4.25545 1.21313 4.20316 2.9 1.4 -1.1 1.077
N -3.56531 -0.61208 4.66785 0.8 -2.7 0.8 1.136
N 7.67867 4.10660 1.37759 2.4 0.4 0.3 1.083
N 1.45033 3.53856 2.74168 1.8 0.5 0.4 1.070
N -1.42430 -8.01502 -0.12135 1.9 -1.8 0.2 1.041
N 2.88738 -4.21852 1.45362 1.5 0.7 0.8 1.002
N -0.40919 4.10096 -3.69385 -2.5 0.1 0.6 0.921
N -2.15638 -0.47755 -0.85533 -1.2 0.7 -0.6 1.029
N 4.44421 -3.05273 -2.19531 0.3 1.2 -0.7 1.170
N 9.13438 2.38078 -1.83686 1.5 0.8 -0.1 1.058
N -3.80108 4.73581 0.03598 1.2 1.9 -0.2 0.996
N 0.48515 0.31671 7.07231 -0.1 2.2 -0.9 1.003
N -1.06943 -5.58856 -2.95624 0.6 0.4 1.0 1.051
C 0.21628 -0.54819 5.88551 0.1 0.3 -0.3 -0.647
C 6.37032 5.88988 0.16642 0.7 -0.9 -0.6 -0.613
C 7.07515 1.00923 -1.87745 0.1 -0.7 -0.1 -0.596
C -3.99210 -4.84630 -5.32687 0.1 0.9 1.1 -0.868
C -6.46499 0.41818 -2.42479 -1.6 -1.6 -0.8 -0.326
C 1.70188 5.02109 6.25370 -0.1 1.3 -1.2 -0.913
C -1.87312 -6.80481 0.57339 0.5 0.6 2.6 -0.542
C -6.64389 6.74557 -1.51854 0.2 0.1 -1.1 -0.726
C -9.15808 -0.20739 -2.82456 -0.6 0.3 -0.4 -0.373
C -7.03316 5.90156 -2.54353 -0.5 -0.1 -0.1 -0.261
C 3.42025 -7.35623 -1.24434 -0.4 -0.2 -1.0 -1.128
C 2.15198 -6.87676 -0.99823 0.0 -0.7 -0.1 0.086
C 3.01012 4.42740 -5.28932 -0.4 -0.4 0.8 -0.275
C 0.72292 4.47412 -4.58688 0.2 -0.4 1.2 -0.458
C 5.70549 0.82125 -2.11428 -0.2 1.6 -0.2 -0.321
C -5.55976 4.23770 -1.74333 1.3 -0.2 -0.2 0.178
C -2.82928 1.74842 5.04937 -0.8 0.3 1.2 -0.822
C 7.05105 0.06260 2.06512 1.1 -1.4 -0.5 -0.349
C -2.75377 -4.54448 1.94399 -0.7 0.9 -0.7 -0.223
C -2.31292 -5.02937 -3.51387 -2.4 1.5 -1.5 -0.772
C 0.93532 6.72476 4.67929 1.1 -0.9 0.8 -0.736
C 0.89180 1.62276 -0.65191 0.6 -1.2 1.1 -0.647
C -5.81109 -0.55453 1.11850 -0.2 -2.0 1.3 -0.102
C -6.80800 -2.08877 2.74135 -1.5 1.2 1.7 -0.095
C 0.56436 -0.10218 4.63255 -0.1 0.8 -2.3 0.067
C -5.58977 6.39218 -0.70094 0.1 0.5 1.4 -0.220
C 5.51594 3.15845 -2.65119 2.1 2.3 -0.1 -0.058
C -2.93229 -3.90566 -2.86399 2.5 -1.1 -0.1 0.410
C -2.15762 3.03400 3.16825 -0.6 1.4 1.3 -0.703
C 5.21459 6.21776 -0.50934 -0.5 0.4 -0.4 -0.683
C -0.71609 -0.12393 -0.58848 -1.3 1.1 0.0 -0.103
C 4.09299 5.42716 -0.45563 -0.8 0.4 0.8 -1.173
C -0.42406 1.23203 -0.67261 -0.5 0.2 -1.1 -0.732
C -6.68091 0.31411 3.20404 -0.8 -1.0 -0.2 -0.716
C 4.09901 4.27284 0.27844 -0.5 -0.1 -0.2 0.229
C 5.27795 3.81188 0.79424 1.7 -0.1 1.2 0.274
C -3.92994 -3.19628 -3.46154 -1.3 -1.1 -2.4 -0.102
C 6.87497 3.34895 -2.48738 2.1 -1.0 1.1 -0.857
C 1.30816 6.34012 5.98989 -0.9 0.1 -0.9 -0.475
C -6.85870 -0.58825 -3.33624 1.0 0.0 -0.5 -0.403
C -0.46439 -2.66838 4.85394 0.4 1.8 0.4 -0.803
C -4.50027 -3.73388 -4.66755 0.3 0.9 0.3 0.005
C 5.08246 -1.03744 1.25279 -0.4 0.5 1.0 -0.432
C 5.30391 -4.82253 -3.73204 -0.1 1.9 1.1 -0.472
C 3.16622 -5.26530 0.46065 -2.7 0.2 -0.4 -0.042
C 6.44338 4.62043 0.78656 -1.7 0.3 -0.8 -0.345
C 0.98824 5.80896 3.60635 -0.6 3.3 0.2 -0.402
C 4.32354 -0.36296 2.25544 0.7 -0.3 -0.4 0.060
C 4.20750 -4.11926 -3.16012 -1.9 -1.6 -0.7 -0.435
C -7.19190 -0.93688 3.54388 1.4 -1.4 -0.4 -0.476
C -8.18797 -0.90525 -3.54397 -1.5 2.0 2.6 0.094
C -6.07842 0.47673 1.95815 0.3 1.1 0.0 -0.626
C -2.80634 -5.96477 0.02386 -0.4 0.2 -1.4 -0.099
C -5.02655 5.14283 -0.77133 -0.4 -1.5 -1.2 -0.545
C 6.38307 0.65630 3.06923 -1.9 0.8 0.5 -0.517
C -7.49361 1.08151 -1.75543 2.2 0.9 -0.5 -0.249
C -2.44128 2.98243 4.56293 0.4 -0.8 -1.8 -0.965
C -6.09990 -1.88235 1.59760 0.9 0.8 -1.8 -0.448
C 1.41912 4.56641 3.85310 0.2 -1.9 0.5 -0.070
C 1.45139 5.71888 -6.51912 -1.3 0.1 0.6 -0.534
C -0.37437 -1.77829 5.99126 0.2 -2.8 -0.6 -0.837
C 6.45523 -0.87674 1.20300 -0.1 0.9 0.0 -1.022
C 2.86093 -4.49291 -3.45329 1.2 -1.8 -1.1 0.122
C -3.06705 0.68227 4.20834 -0.6 -0.7 -1.2 -0.331
C 4.98309 1.94259 -2.51041 -1.5 -1.3 -0.2 -0.255
C 4.98369 0.44206 3.16323 1.2 0.7 -0.3 0.173
C 1.53605 -0.73613 -0.15769 0.7 2.1 -0.2 -0.235
C -6.47229 4.63980 -2.70178 -0.7 0.9 1.5 -0.875
C 0.22937 -1.06796 -0.25484 -1.5 -1.8 -0.3 -1.350
C 4.42302 -5.59656 0.07958 0.3 -0.5 -0.2 -0.879
C -2.89057 -5.44469 -4.77481 1.5 -1.7 2.6 -0.598
C 2.00409 3.99896 -4.39036 1.3 -0.1 -0.8 0.275
C 2.73041 5.27511 -6.35289 0.4 0.4 0.4 -0.676
C -2.47120 1.98670 2.34670 0.3 0.5 -0.5 0.474
C 1.82889 4.21392 5.14102 -0.2 -1.8 0.2 0.123
C 5.12625 -5.77198 -4.67955 -0.9 -0.6 0.0 -0.569
C 3.81687 -6.14485 -4.99229 -0.8 -0.7 0.5 -0.477
C -0.05967 -2.22515 3.59330 -0.8 1.9 0.6 -0.212
C 1.99767 -5.84409 -0.12100 0.4 0.2 0.5 0.024
C 0.47913 5.34857 -5.58537 -1.2 0.5 -2.0 -0.308
C 0.35864 -0.86559 3.47174 -0.3 -1.6 1.3 0.869
C 1.82906 0.62431 -0.39734 1.1 0.0 0.5 -0.963
C -3.21587 -4.78710 0.64592 0.8 -0.3 1.1 -0.433
C 2.68646 -5.61024 -4.36249 1.7 1.9 0.4 -0.548
C -2.97223 0.81719 2.84511 0.9 -0.3 -0.9 -0.500
C -8.82175 0.84375 -1.97315 -0.1 -0.4 -0.3 -1.092
C -1.38503 -6.48045 1.86994 0.5 -1.0 -1.0 -0.532
C 7.70292 2.25089 -2.05248 -2.9 0.7 -1.1 -0.063
C -1.82840 -5.35778 2.53304 0.4 -0.7 0.1 -0.348
C 4.50834 -6.68830 -0.79817 1.8 0.2 0.8 -0.430
H 2.29087 -1.46590 0.09543 0.0 0.1 -0.1 0.213
H -1.85877 3.95196 2.68407 0.2 0.2 0.2 0.731
H -5.32576 7.09115 0.07888 0.5 0.0 0.0 0.443
H 0.77039 6.26159 2.65028 -0.2 -0.7 -0.3 0.487
H 0.75035 7.77232 4.49273 -0.3 0.0 -0.1 0.416
H 5.47669 -7.09698 -1.04650 0.2 0.2 -0.1 0.428
H 0.48477 -0.46198 2.47797 0.4 0.3 0.1 0.118
H -5.43188 0.65330 -2.21549 0.1 0.0 -0.3 0.688
H 2.17540 3.20754 5.32413 0.0 -0.2 -0.2 0.263
H -3.12045 -3.68264 2.48174 0.0 0.2 0.0 0.559
H -0.65659 -7.11005 2.35920 0.1 -0.2 -0.2 0.431
H -7.08055 1.94663 -1.25810 -0.8 0.2 0.8 0.620
H 1.19385 2.65952 -0.63464 -0.1 -0.1 -0.3 1.047
H 6.00856 -6.28005 -5.03984 -0.2 -0.1 -0.4 0.389
H 1.35411 -7.40881 -1.49496 -0.5 0.4 0.3 0.456
H -0.05597 -2.10397 -0.14691 -0.2 -0.1 0.1 0.860
H -2.40843 3.84262 5.21516 0.3 0.0 -0.1 0.510
H 7.07067 -1.35338 0.45437 -0.1 -0.2 -0.1 0.529
H 2.84755 0.96341 -0.27866 0.3 -0.1 -0.1 0.631
H 3.12282 5.78152 -0.77121 0.1 0.2 -0.6 0.573
H -3.09763 1.67121 6.09265 0.2 -0.3 0.1 0.572
H -0.63739 -2.25199 6.92551 -0.1 0.5 0.3 0.502
H 4.54297 -1.67279 0.56600 0.2 -0.1 -0.1 0.279
H -3.14776 -6.26331 -0.95630 -0.3 0.3 -0.2 0.693
H -2.37136 2.10786 1.27817 0.1 0.0 0.0 0.275
H -0.56034 5.58843 -5.75383 0.0 0.5 0.1 0.450
H -2.62887 -6.43220 -5.12516 0.7 0.1 -0.4 0.384
H 3.94177 1.96433 -2.79603 -0.4 -1.0 0.4 0.038
H -5.66703 -2.66051 0.98646 -0.4 -0.5 0.2 0.518
H -7.86274 6.13120 -3.19580 0.0 0.5 -0.1 0.367
H 7.33174 4.32120 -2.59912 0.0 0.1 -0.1 0.463
H -6.77919 1.16487 3.86203 -0.2 0.0 0.1 0.476
H 6.32168 -4.57691 -3.46707 -0.1 0.3 0.3 0.464
H -6.94484 3.99388 -3.42696 0.5 -0.4 0.0 0.475
H -0.27179 -2.77634 2.68909 0.3 -0.3 0.1 0.481
H -4.42303 -5.22152 -6.24333 -0.1 0.0 0.1 0.456
H 3.47961 5.72280 -6.98903 0.4 -0.5 -0.1 0.383
H -7.65547 -1.11915 4.50215 -0.2 0.0 -0.1 0.443
H -0.89485 -3.65424 4.94981 0.0 0.1 0.4 0.283
H 1.94082 4.66355 7.24439 0.1 0.0 -0.1 0.499
H 3.51682 -8.20185 -1.90916 0.2 -0.1 0.0 0.419
H 5.26195 -5.03248 0.45956 0.2 -0.2 0.0 0.621
H 1.72001 -5.98749 -4.66258 -0.2 0.1 0.4 0.451
H -10.18178 -0.45054 -3.06813 -0.2 0.1 0.2 0.462
H 4.02254 4.08717 -5.12919 0.0 -0.1 0.0 0.445
H 1.19074 7.08507 6.76298 0.2 0.0 0.2 0.404
H 0.98616 -5.54551 0.11157 0.2 0.4 0.3 0.484
H -4.25435 -2.22528 -3.11755 -0.2 -0.2 0.4 0.206
H 1.96215 -4.08681 -3.01320 0.3 0.4 0.3 0.539
H -5.23959 -0.38123 0.21863 -0.1 -0.3 -0.2 0.707
H -6.18111 -1.07515 -4.02195 0.5 -0.1 0.3 0.371
H 3.25114 -0.48858 2.27937 -0.1 0.0 0.2 0.474
H -3.77486 -3.97940 0.19697 -0.4 -0.5 -0.4 0.384
H 7.66575 0.13410 -1.65002 0.2 0.1 0.3 0.450
H 0.95161 0.88124 4.41045 0.0 0.2 0.7 0.316
H 1.15902 6.34983 -7.34545 0.1 0.1 0.0 0.391
H 5.10739 7.11404 -1.10229 0.5 0.3 0.2 0.393
H -9.51686 1.52949 -1.51164 -0.4 -0.4 0.0 0.433
H -7.05907 7.74046 -1.45352 -0.2 0.0 0.2 0.385
H -1.40884 -5.12846 3.50143 -0.1 -0.1 0.1 0.336
H 3.13674 3.81253 0.44746 0.2 -0.7 0.0 0.322
H 3.61958 -7.00091 -5.62049 0.2 0.0 -0.4 0.383
H 6.93270 1.38105 3.65150 -0.5 -0.1 0.4 0.436
H 8.10380 0.30367 2.06463 0.2 -0.3 -0.6 0.356
H 2.28228 3.28177 -3.63230 -0.3 0.1 0.2 0.431
H -5.21417 3.22659 -1.90028 0.6 0.0 0.6 0.737
H -2.46544 -3.55155 -1.95676 0.0 0.1 0.1 0.472
H 5.31851 2.85279 1.28912 0.1 -0.1 0.2 0.632
H -5.33749 -3.25894 -5.15735 -0.1 0.4 0.3 0.273
H 7.18570 6.57571 -0.01016 0.4 -0.3 0.7 0.462
H 4.92475 4.03957 -2.85248 -0.2 -0.1 -0.2 0.674
H -3.12781 0.09280 2.05933 -0.5 -0.7 0.7 0.677
H -1.16235 1.98145 -0.91694 -0.3 -0.2 0.2 0.947
H 5.07875 -0.04781 -1.97886 0.8 -0.7 0.1 0.655
H -5.71753 1.44738 1.65157 -0.1 0.3 0.1 0.464
```
Positions in Å, forces in eV/Å.

Output
largest force on an atom	3.6	eV/Å
HOMO energy	-0.3415	Ha
frontier orbital gap	8.01	eV
ΔE to the lowest compared entry with this formula, charge and spin	94.96	kcal/mol
energy	-6551.59703	Eh
multiplicity	1